[1]
C34H27AsBrN3NaO5S | wB97M-V/def2-TZVPD

orbital gap = 6.033 eV
maximum force = 2.38 eV/Å
ΔE to the lowest compared entry with this formula, charge and spin = 112.87 kJ/mol
lowest unoccupied orbital energy = 2.1 eV
total charge = -1

Geometry as XYZ:
```
73
Properties=species:S:1:pos:R:3:mulliken_charge:R:1
C -14.760 12.327 8.828 -0.256
C -7.301 14.817 12.557 1.103
H -15.214 12.370 7.854 0.391
C -12.932 8.930 16.974 -0.567
C -9.695 11.520 15.833 0.072
H -16.648 9.545 9.931 0.329
H -5.429 14.871 12.444 0.291
H -12.733 8.397 11.279 0.399
C -15.493 9.096 13.115 -0.123
Br -11.258 15.800 13.311 -0.199
C -8.780 9.496 17.172 -0.522
N -8.619 9.677 14.777 -0.095
As -12.729 8.922 14.177 1.406
H -7.663 8.150 13.793 0.478
C -8.460 15.559 12.859 -0.421
N -13.574 12.037 11.331 0.399
C -13.776 8.613 11.532 -0.712
N -9.798 13.544 12.584 -0.169
H -9.071 10.006 18.069 0.501
H -12.914 9.119 19.115 0.359
C -8.676 12.863 12.279 -0.501
H -8.816 11.800 12.157 0.560
C -11.666 7.311 13.793 0.271
C -13.420 8.673 18.245 -0.539
C -16.408 9.291 12.091 -0.967
H -15.234 13.043 12.076 0.430
C -10.987 5.016 13.984 -0.591
H -8.977 6.665 11.805 0.472
C -7.776 7.722 15.865 -0.556
C -15.392 12.816 9.974 -0.738
C -10.596 7.511 12.899 0.056
H -10.433 8.514 12.510 0.374
H -15.058 7.809 19.426 0.347
H -15.148 7.117 15.188 0.542
H -11.087 4.029 14.408 0.387
C -9.661 14.839 12.863 -0.043
H -12.056 9.552 16.851 0.185
H -15.890 9.161 14.137 0.352
C -15.208 7.372 17.311 -0.669
H -17.436 9.559 12.284 0.368
C -13.585 11.693 8.998 -0.990
C -12.927 11.586 10.245 0.762
C -9.981 5.232 13.078 -0.530
C -9.765 6.475 12.525 -0.874
H -12.647 5.880 15.068 0.297
C -14.587 7.910 18.443 -0.587
O -10.858 11.434 15.400 -0.903
H -8.362 16.612 13.184 0.361
H -6.557 12.784 12.042 0.211
O -9.021 12.501 16.126 -0.747
O -6.144 15.459 12.611 -0.555
C -11.806 6.063 14.377 -0.212
C -14.758 12.670 11.192 -0.256
C -14.172 8.777 12.866 0.415
C -14.698 7.580 16.040 -0.063
O -13.135 11.769 12.541 -0.731
Na -11.166 11.611 13.515 0.971
C -14.660 8.865 10.497 -0.781
H -7.974 7.691 18.008 0.369
S -11.407 10.708 10.248 -0.322
O -10.776 10.417 11.622 -0.252
H -7.305 6.729 15.707 0.334
C -8.142 8.240 17.082 -0.377
H -14.344 8.794 9.486 0.413
H -13.025 11.274 8.132 0.322
C -7.997 8.509 14.752 -0.317
H -16.125 6.829 17.434 0.389
C -7.412 13.463 12.249 -0.672
H -16.349 13.351 9.905 0.358
C -13.582 8.387 15.864 -0.156
C -8.970 10.173 15.952 0.692
H -9.332 4.415 12.770 0.325
C -15.978 9.232 10.759 -0.298
```

[2]
C34H27FN2OPPtS5 | wB97M-V/def2-TZVPD

orbital gap = 7.213 eV
maximum force = 0.82 eV/Å
ΔE to the lowest compared entry with this formula, charge and spin = 0.00 kJ/mol
lowest unoccupied orbital energy = 2.2 eV
total charge = -1

Geometry as XYZ:
```
72
Properties=species:S:1:pos:R:3:mulliken_charge:R:1
C -4.359 1.680 -0.196 -0.814
C 4.460 -4.073 1.638 -0.915
H -0.428 4.190 -2.663 0.315
Pt 0.714 -0.559 -0.538 1.020
H -0.470 0.452 -3.417 0.156
C 0.562 3.291 -4.966 -0.311
C 0.971 3.183 -1.379 0.011
C 1.424 3.074 -0.069 0.065
H 5.220 0.438 1.429 0.476
H -1.428 5.522 -0.865 0.379
H -0.640 5.269 1.467 0.375
C -2.616 -0.241 5.329 -0.564
C 4.039 -2.746 1.400 1.315
C -0.403 3.368 -5.958 -0.544
C -1.913 -0.610 2.984 -0.803
H 0.155 -0.517 3.482 0.381
C -0.448 1.266 -4.136 -0.104
C 0.853 3.815 0.951 -0.675
C -2.105 1.426 0.277 -0.117
H -2.318 -3.253 3.014 0.487
C 3.255 -0.200 0.849 0.412
H -2.177 0.586 -5.193 0.417
S 2.157 0.269 -2.139 -0.658
H 3.878 -6.123 1.628 0.369
S 3.455 3.051 -3.280 -0.552
C -1.394 2.397 -6.041 -0.407
C -0.620 4.839 -0.635 -0.810
C -0.863 -0.469 3.838 -0.441
C 3.573 -5.097 1.462 -0.702
C 2.717 -2.448 0.980 0.151
C -2.497 -3.305 1.949 -0.232
H 1.546 -5.641 0.996 0.424
H -2.146 2.456 -6.819 0.361
H 1.205 3.690 1.968 0.379
H -2.998 -5.452 1.722 0.379
C 4.560 -0.410 1.321 -0.642
S -3.409 -0.475 3.828 -0.039
H -3.259 -4.989 -0.849 0.453
C 1.785 -3.537 0.879 0.105
C -0.179 4.700 0.671 -0.323
C -3.125 2.242 -0.288 -0.438
C -2.983 -4.275 -0.090 -0.598
C -1.796 -0.845 1.476 3.733
H 2.230 2.397 0.154 0.066
H -5.299 2.069 -0.552 0.455
H -1.060 1.690 0.318 0.143
C -1.264 -0.255 5.187 -0.674
H -0.123 -4.123 0.616 0.141
S -4.289 0.145 0.554 0.005
H -0.576 -0.116 6.009 0.392
C 2.254 -4.827 1.095 -0.660
N 0.488 -3.323 0.558 -0.025
H 5.481 -4.248 1.952 0.343
C -2.578 0.252 0.765 -0.575
C 0.534 2.245 -4.044 0.061
H -3.190 -0.097 6.230 0.454
H 1.353 4.028 -4.904 0.312
C -2.847 -4.491 1.251 -0.957
C -2.382 -2.217 1.131 -1.267
P 1.774 2.213 -2.709 1.001
C 4.955 -1.683 1.571 -1.024
H 2.955 0.793 0.574 -0.075
F -0.848 -0.183 -1.649 -0.539
H -2.938 3.192 -0.763 0.335
H 5.963 -1.911 1.896 0.364
O -0.435 -0.876 1.203 -0.796
C -1.411 1.348 -5.134 -0.742
H 0.059 -2.439 0.844 0.480
H -0.377 4.183 -6.671 0.380
C -0.053 4.084 -1.653 -0.142
N 2.364 -1.147 0.662 0.021
S -2.693 -2.643 -0.506 0.049
```

[3]
C34H27N7O3S4Zr | wB97M-V/def2-TZVPD

orbital gap = 6.109 eV
maximum force = 1.75 eV/Å
ΔE to the lowest compared entry with this formula, charge and spin = 165.01 kJ/mol
lowest unoccupied orbital energy = -7.1 eV
total charge = +2

Geometry as XYZ:
```
76
Properties=species:S:1:pos:R:3:mulliken_charge:R:1
H 1.935 -3.205 0.710 0.707
C 4.514 1.454 -1.654 -0.543
C 2.213 3.016 3.865 -0.749
C 5.269 1.390 -3.948 1.113
N -2.202 -1.766 0.057 -0.478
H 2.790 2.754 5.922 0.501
C 0.913 -3.468 0.475 -0.314
H 1.070 0.772 6.056 0.613
C -0.757 -5.090 -0.060 -0.413
H -6.231 0.610 -0.203 0.435
S 2.054 0.511 -0.944 2.691
N 0.028 -2.466 0.472 0.656
S -0.277 -2.527 4.640 -0.045
C 1.098 -3.477 4.256 -0.566
S 1.102 2.281 2.774 0.777
H 3.955 0.418 -5.350 0.325
C 0.295 4.865 0.243 -0.127
C -5.199 0.911 -0.086 -0.798
C -4.882 2.256 0.091 -0.484
C 1.239 1.368 5.169 -0.380
H 1.212 -4.450 4.706 0.529
C 3.127 0.425 -3.383 -0.683
C 2.583 4.469 -0.071 -0.159
C -4.200 -0.035 -0.119 -0.317
H -4.076 1.389 6.307 0.455
C -1.249 -2.762 0.143 -0.224
H -3.313 3.702 0.349 0.447
C 1.489 -1.535 3.068 -0.867
H -5.673 2.993 0.120 0.455
H 2.806 3.856 3.541 0.502
H 7.036 2.186 -4.597 0.205
C -3.558 0.851 5.528 -0.678
H 2.221 -0.105 -3.648 0.457
C 1.950 -2.834 3.416 -0.929
N -1.815 -0.567 0.024 0.497
C -0.402 0.112 3.560 3.207
C 2.173 2.441 5.093 -0.928
H -0.560 5.483 0.489 0.447
H -1.064 -6.110 -0.245 0.457
H 3.630 4.755 -0.081 0.454
C -3.559 2.658 0.215 -1.127
H 4.655 1.693 -0.611 0.514
H 2.893 -3.253 3.093 0.482
S -3.058 -0.696 3.560 0.124
C 1.049 2.817 -0.368 -0.001
N 0.022 3.599 -0.052 -0.182
H -1.513 1.628 5.848 0.608
H 2.091 -0.806 2.527 1.091
C 0.291 -1.234 3.680 -0.181
H 1.801 6.401 0.486 0.445
O 2.454 0.249 0.483 -0.810
C -4.167 -0.014 4.679 -0.656
C 5.466 1.742 -2.591 -0.905
C -2.162 0.977 5.280 -0.604
O -0.641 0.311 2.161 0.269
C -1.681 -4.060 -0.098 -0.592
N 6.209 1.682 -4.864 -0.437
C 0.583 1.175 3.998 -0.867
H -2.725 -4.216 -0.328 0.603
H 1.325 -5.551 0.229 0.468
O 1.312 -0.712 -1.329 -0.802
H -4.432 -1.082 -0.244 0.471
C 0.568 -4.780 0.211 -1.061
C 1.585 5.370 0.249 -0.912
H 6.384 2.242 -2.309 0.326
N 0.757 1.494 -0.729 -0.614
H -1.524 2.040 0.250 0.346
C -2.547 1.724 0.161 0.706
C -2.860 0.367 0.009 0.283
C -1.736 0.186 4.261 -1.052
H 6.084 1.458 -5.834 0.204
N 2.320 3.203 -0.378 -0.099
H -5.205 -0.304 4.642 0.499
C 4.089 0.710 -4.317 -0.914
Zr 0.300 -0.216 0.675 -0.172
C 3.340 0.811 -2.058 0.299
```